Entry 1:
A 2-piece molecular cluster, CH3N2O3S overall at a distorted geometry, computed with the ωB97M-V functional and the def2-TZVPD basis.

Summary:
Relative energy (zero: lowest compared OMol25 entry of this formula, charge and spin) ... 293.3 kJ/mol
Highest occupied orbital energy (alpha / beta) ... -3.46 / -4.07 eV
F_max ... 3.28 eV/A
E ... -773.28011 Eh
Kohn-Sham gap (alpha / beta) ... 7.305 / 7.749 eV
Charge ... -1

Last column: natural (NBO) charge in e.
Cartesian coordinates (Å):
C 0.700 -1.505 0.383  0.881
N 0.151 1.765 -0.103  -0.423
N -0.598 -0.923 -0.226  -0.828
O 1.631 -0.815 -0.019  -0.765
O 0.520 -2.528 1.031  -0.701
O -0.961 1.950 0.561  -0.409
S -1.972 -0.443 0.376  0.151
H 0.731 0.803 0.079  0.418
H 0.116 2.232 -1.030  0.320
H -0.318 -0.537 -1.050  0.356

Force components x, y, z for each atom (eV/Å):
C -2.71 -1.04 0.26
N 0.12 -1.15 0.46
N 1.12 -1.64 1.64
O 1.58 0.52 0.06
O 0.87 0.48 0.08
O 1.13 -0.18 -0.20
S -1.87 0.08 0.83
H -1.18 2.52 -0.77
H 0.42 -0.87 0.62
H 0.52 1.29 -2.97

Entry 2:
C18H12F5MoN4O2 as an isolated structure at a distorted geometry, computed with the ωB97M-V functional and the def2-TZVPD basis.

Summary:
Relative energy (zero: lowest compared OMol25 entry of this formula, charge and spin) ... 96.7 kJ/mol
Highest occupied orbital energy (alpha / beta) ... -11.82 / -12.20 eV
2S+1 ... 3
F_max ... 1.55 eV/A
E ... -1629.74135 Eh
<S²> ... 2.02
Kohn-Sham gap (alpha / beta) ... 6.312 / 7.066 eV
Charge ... +1

Last column: natural (NBO) charge in e.
Cartesian coordinates (Å):
Mo 0.859 0.010 -0.851  1.608
C 2.164 -0.035 1.789  -0.437
N 0.785 -0.281 1.293  -0.374
C 0.335 -1.630 1.700  -0.426
C -0.152 0.750 1.836  -0.243
C 0.052 2.038 1.113  -0.055
C -0.276 3.284 1.623  -0.196
C -0.050 4.414 0.847  -0.142
C 0.520 4.310 -0.420  -0.198
C 0.857 3.066 -0.926  -0.197
C 0.598 1.926 -0.160  -0.253
H 2.185 -0.114 2.878  0.225
H 2.494 0.959 1.496  0.241
H 2.836 -0.784 1.374  0.217
H 0.370 -1.712 2.789  0.218
H 0.981 -2.386 1.265  0.235
H -0.684 -1.794 1.362  0.230
H -0.001 0.853 2.914  0.226
H -1.166 0.377 1.679  0.238
H -0.703 3.378 2.614  0.231
H -0.303 5.389 1.242  0.236
H 0.709 5.200 -1.004  0.238
H 1.331 2.991 -1.898  0.229
O 2.698 0.390 -1.532  -0.540
N 3.884 -0.058 -1.833  0.126
C 4.105 -1.329 -1.697  -0.072
C 5.384 -1.888 -1.998  0.210
N 6.398 -2.375 -2.223  -0.164
C 2.956 -2.097 -1.285  0.436
N 1.844 -2.082 -0.976  -0.415
F -5.865 -2.865 -1.367  -0.264
C -4.671 -2.311 -1.231  0.288
C -3.533 -3.099 -1.300  0.286
F -3.639 -4.404 -1.497  -0.267
C -2.286 -2.518 -1.156  0.282
F -1.184 -3.270 -1.218  -0.290
C -2.162 -1.150 -0.948  0.205
O -0.957 -0.582 -0.806  -0.696
C -3.310 -0.370 -0.874  0.290
F -3.195 0.940 -0.659  -0.285
C -4.560 -0.946 -1.015  0.286
F -5.648 -0.195 -0.939  -0.267

Force components x, y, z for each atom (eV/Å):
Mo -1.10 0.49 0.98
C 0.06 -0.05 0.21
N 0.27 0.15 -0.35
C -0.01 -0.15 0.17
C -0.22 -0.02 0.32
C 0.04 0.02 0.05
C -0.01 -0.03 0.04
C 0.03 -0.02 -0.05
C 0.00 0.00 0.05
C -0.05 0.09 0.05
C 0.20 -0.15 -0.71
H -0.03 -0.02 -0.01
H -0.01 0.01 -0.01
H -0.01 -0.01 0.00
H 0.00 0.06 0.01
H 0.01 0.02 0.04
H -0.01 0.01 -0.03
H 0.05 -0.10 -0.01
H 0.01 0.00 -0.04
H 0.01 0.02 0.00
H -0.01 0.00 -0.01
H 0.00 0.01 0.01
H -0.04 -0.02 -0.02
O -0.34 -0.03 -0.32
N 0.04 -0.01 0.39
C -0.08 -0.38 -0.14
C -0.01 0.00 -0.03
N -0.01 0.01 0.01
C 0.10 0.60 -0.09
N 0.16 -0.68 -0.11
F -0.02 0.00 0.01
C -0.02 -0.02 0.00
C 0.04 0.01 0.00
F 0.00 -0.03 -0.01
C -0.12 -0.03 0.01
F 0.04 0.01 0.00
C 0.17 0.04 -0.04
O 0.95 0.22 -0.37
C -0.09 -0.09 -0.02
F 0.03 0.04 0.01
C 0.02 0.02 0.02
F -0.02 0.01 0.00

Entry 3:
A single C3H4FNO2 molecule at a distorted geometry, computed with the ωB97M-V functional and the def2-TZVPD basis.

Summary:
SMILES ... NC(=O)C(=O)CF
Relative energy (zero: lowest compared OMol25 entry of this formula, charge and spin) ... 20.0 kJ/mol
Highest occupied orbital energy ... -10.11 eV
F_max ... 2.56 eV/A
E ... -421.81554 Eh
Kohn-Sham gap ... 9.784 eV

Last column: natural (NBO) charge in e.
Cartesian coordinates (Å):
C 0.951 0.295 -0.061  0.549
C -0.385 -0.348 0.027  0.452
C -1.597 0.549 0.080  -0.032
H 1.512 -1.588 -0.132  0.422
H 2.871 -0.496 -0.177  0.410
H -1.474 1.365 -0.618  0.196
H -1.677 0.994 1.049  0.198
N 1.884 -0.662 -0.141  -0.787
O 1.096 1.497 0.036  -0.579
O -0.428 -1.564 0.137  -0.503
F -2.752 -0.041 -0.200  -0.326

Force components x, y, z for each atom (eV/Å):
C 1.20 0.55 0.38
C -1.56 -1.99 0.43
C 1.22 0.93 -0.42
H 0.11 -0.60 -0.01
H 0.02 0.26 0.02
H 0.36 0.37 -0.27
H 0.27 0.33 0.92
N 0.52 0.42 -0.22
O 0.02 0.08 -0.22
O -0.71 1.14 -0.28
F -1.46 -1.48 -0.34

Entry 4:
C37H33AsF6FeGeN5 as an isolated structure at a distorted geometry, computed with the ωB97M-V functional and the def2-TZVPD basis.

Summary:
Relative energy (zero: lowest compared OMol25 entry of this formula, charge and spin) ... 88.4 kJ/mol
Highest occupied orbital energy (alpha / beta) ... -12.91 / -12.92 eV
2S+1 ... 6
F_max ... 4.52 eV/A
E ... -7878.66976 Eh
<S²> ... 8.89
Kohn-Sham gap (alpha / beta) ... 4.953 / 4.653 eV
Charge ... +2

Last column: Löwdin spin population.
Cartesian coordinates (Å):
Fe -0.213 0.010 1.044  3.783
C -5.106 -1.883 -3.832  0.014
C -4.318 -1.232 -2.742  0.073
C -4.435 0.141 -2.495  -0.012
C -3.714 0.738 -1.493  0.067
C -2.840 0.004 -0.662  0.037
N -2.116 0.642 0.318  0.421
C -2.726 1.576 1.096  0.055
C -4.095 1.457 1.443  0.096
C -4.697 2.327 2.312  -0.011
C -3.973 3.374 2.896  0.115
C -4.597 4.297 3.887  0.022
C -2.629 3.519 2.543  0.001
C -2.006 2.659 1.661  0.081
N -0.665 2.924 1.291  0.007
C -0.080 4.140 1.327  0.024
C 1.265 3.978 1.093  0.007
C 1.432 2.612 0.913  0.029
N 0.259 1.975 1.000  0.034
C -2.721 -1.375 -0.915  0.060
C -3.436 -1.960 -1.948  0.001
N -1.969 -2.213 -0.058  0.006
C -2.288 -3.488 0.248  0.023
C -1.291 -4.005 1.041  0.007
C -0.379 -2.970 1.184  0.022
N -0.792 -1.879 0.525  0.034
H -6.099 -1.442 -3.902  0.002
H -5.202 -2.956 -3.678  0.001
H -4.619 -1.730 -4.798  0.006
H -5.103 0.735 -3.105  -0.001
H -3.789 1.806 -1.329  0.001
H -4.647 0.615 1.048  0.002
H -5.737 2.185 2.573  -0.002
H -5.671 4.143 3.952  0.000
H -4.404 5.339 3.626  0.006
H -4.166 4.133 4.878  0.008
H -2.063 4.320 2.999  -0.002
H -0.645 5.041 1.482  0.001
H 2.025 4.738 1.058  0.000
H 2.348 2.085 0.720  0.001
H -3.316 -3.018 -2.144  -0.001
H -3.212 -3.936 -0.074  0.001
H -1.228 -4.994 1.459  0.000
H 0.540 -2.973 1.742  0.001
C 3.395 -0.332 1.754  -0.007
Ge 2.062 -0.640 0.322  -0.053
C 2.131 -2.439 -0.492  -0.011
C 2.862 -3.465 0.100  -0.008
C 3.024 -4.666 -0.576  0.000
C 2.434 -4.848 -1.819  -0.010
C 1.689 -3.828 -2.401  0.000
C 1.536 -2.622 -1.738  -0.007
C 2.543 0.462 -1.298  -0.017
C 1.604 1.257 -1.922  0.002
C 1.975 2.186 -2.906  0.000
C 3.290 2.304 -3.266  0.000
C 4.276 1.470 -2.695  -0.001
C 5.635 1.579 -3.066  0.000
C 6.580 0.737 -2.549  0.000
C 6.200 -0.275 -1.650  0.000
C 4.893 -0.404 -1.264  -0.001
C 3.898 0.491 -1.727  -0.005
H 4.316 0.024 1.296  -0.002
H 3.572 -1.258 2.297  0.000
H 3.032 0.405 2.470  0.000
H 3.326 -3.328 1.071  0.000
H 3.612 -5.456 -0.128  0.000
H 2.557 -5.788 -2.341  -0.001
H 1.234 -3.968 -3.373  0.000
H 0.977 -1.815 -2.200  0.000
H 0.565 1.189 -1.620  0.001
H 1.224 2.816 -3.363  0.000
H 3.585 3.021 -4.023  0.000
H 5.918 2.355 -3.767  0.000
H 7.617 0.837 -2.838  0.000
H 6.942 -0.966 -1.273  0.000
H 4.598 -1.238 -0.641  0.000
F -1.354 -0.412 2.867  0.041
As 0.020 -0.489 4.080  0.000
F 0.813 -1.093 2.535  0.046
F 0.437 1.076 3.377  0.011
F 1.488 -0.527 4.908  0.001
F -0.935 0.262 5.252  0.000
F -0.453 -2.074 4.424  0.000

Force components x, y, z for each atom (eV/Å):
Fe -2.21 0.34 0.93
C 0.04 -0.03 -0.12
C 0.04 0.22 0.14
C -0.05 -0.16 -0.07
C 0.12 0.09 0.22
C -0.36 -0.07 -0.37
N 0.63 -0.20 0.11
C -0.29 0.25 -0.01
C 0.13 -0.08 -0.15
C -0.02 0.10 0.10
C -0.02 -0.15 -0.20
C 0.01 0.08 0.08
C 0.12 -0.01 0.04
C -0.21 -0.22 0.14
N -0.04 0.36 -0.11
C 0.25 -0.03 -0.08
C -0.01 -0.05 0.06
C -0.13 0.20 0.00
N 0.50 -0.12 -0.10
C 0.04 0.33 -0.16
C 0.04 -0.12 0.01
N -0.20 -0.36 0.01
C 0.10 -0.03 0.17
C 0.10 0.06 -0.10
C -0.24 -0.37 -0.09
N 0.25 0.07 -0.10
H -0.02 -0.04 0.01
H -0.02 0.00 0.01
H 0.01 0.01 0.02
H 0.02 0.02 0.00
H 0.00 0.00 -0.02
H -0.01 -0.01 0.01
H 0.01 0.00 0.02
H 0.00 0.02 0.01
H -0.02 0.00 -0.01
H -0.02 -0.02 0.00
H 0.03 -0.01 0.01
H -0.10 -0.05 0.05
H -0.03 0.02 -0.02
H -0.01 -0.05 -0.09
H 0.01 -0.01 0.04
H -0.02 0.08 -0.10
H -0.04 0.01 0.03
H -0.14 -0.09 -0.11
C -0.81 0.10 0.19
Ge 3.74 -1.21 -2.23
C -0.40 0.61 0.81
C -0.03 -0.01 0.03
C 0.07 -0.04 0.05
C -0.01 -0.01 0.00
C -0.04 0.06 0.00
C 0.02 0.01 -0.05
C -1.38 0.33 0.32
C 0.24 -0.25 0.38
C 0.06 0.08 -0.30
C -0.23 0.01 0.00
C -0.11 -0.17 0.23
C 0.20 -0.06 -0.01
C -0.06 0.25 -0.08
C -0.21 -0.19 0.09
C 0.10 -0.01 0.02
C 0.28 0.05 -0.03
H -0.10 0.02 -0.16
H -0.03 -0.03 -0.04
H 0.06 0.01 0.03
H -0.02 -0.04 0.01
H 0.00 -0.02 -0.03
H 0.01 0.00 0.01
H 0.03 -0.02 -0.01
H 0.00 -0.03 -0.03
H -0.06 0.17 -0.05
H 0.00 -0.04 -0.04
H 0.04 0.05 0.06
H -0.01 -0.04 -0.06
H 0.00 0.00 -0.01
H -0.01 -0.02 -0.04
H 0.12 0.00 0.10
F 0.14 0.24 0.19
As -0.93 1.18 0.04
F 0.82 -0.04 -0.01
F 0.01 -0.37 0.39
F -0.07 -0.27 -0.06
F 0.13 -0.25 0.04
F 0.24 -0.05 0.04